Entry 1:
Entry from the OMol25 dataset: a single C6H7N3O molecule in a non-equilibrium geometry (wB97M-V/def2-TZVPD).

The geometry in XYZ format:
```
17
Properties=species:S:1:pos:R:3:forces:R:3:lowdin_charge:R:1
O -0.7273 0.4423 1.3088 -0.1 -0.3 -1.0 -0.0374
N 2.2284 -2.2290 0.3612 -0.2 -0.9 0.3 0.0484
N -1.9528 1.1045 1.5578 -0.8 0.7 -0.3 0.0136
N 1.0551 -0.3800 0.1589 -0.6 0.1 0.0 -0.0382
C 1.0891 -1.6755 0.6748 1.3 0.4 -0.3 -0.1236
C -2.4648 0.7890 -0.8163 -1.2 1.0 1.3 -0.0607
C -0.0530 0.4780 0.2191 1.2 1.6 -0.6 -0.1196
C 2.9863 -1.3520 -0.3822 -2.1 1.0 0.1 -0.1194
C -2.6774 1.4030 0.3901 1.0 -0.5 -0.8 -0.2501
C 2.2561 -0.1984 -0.5589 -0.1 -0.3 1.1 -0.0461
H -3.0232 1.1248 -1.6667 -0.3 -0.3 -0.3 0.0392
H -1.8472 -0.0963 -0.8488 0.1 0.1 -0.6 0.0450
H -3.4805 2.1863 0.4867 1.1 -0.9 0.3 0.1146
H 3.9320 -1.6151 -0.7983 0.4 0.0 0.0 0.0942
H 2.5391 0.8022 -0.8052 0.0 0.2 -0.6 0.1074
H 0.3122 -2.1205 1.2968 0.2 0.3 -0.4 0.1391
H -0.1722 1.3367 -0.5780 0.1 -2.1 1.7 0.1937
```
Forces are in eV/Å.

Energy relative to the best compared isomer or geometry (same formula, charge and spin)   5.736 eV
Maximum force   2.742 eV Å⁻¹
HOMO-LUMO gap (alpha / beta)   6.04 / 7.23 eV
LUMO (alpha / beta)   -0.04136 / -0.02317 hartree

***

Entry 2:
Entry from the OMol25 dataset: a single C6H7N3O molecule in a non-equilibrium geometry (wB97M-V/def2-TZVPD).

The geometry in XYZ format:
```
17
Properties=species:S:1:pos:R:3:forces:R:3:lowdin_charge:R:1
O 2.2506 -0.7958 0.4445 -0.5 0.0 -0.4 -0.0931
N -1.4256 -0.3571 -0.0296 2.6 -0.2 0.6 -0.2336
N -1.2435 -1.6351 0.1685 -1.5 -0.5 -1.2 0.0484
N 0.0524 2.9211 -0.4817 0.3 -0.1 0.2 0.1360
C 0.0289 -1.9922 0.1289 1.8 2.7 1.0 -0.1162
C -0.2789 0.3917 -0.0173 3.7 -3.3 0.6 -0.0438
C 2.8840 0.3635 -0.1967 1.8 -2.0 0.8 -0.0220
C -2.7786 0.0947 -0.0806 -0.9 1.9 0.7 -0.0209
C 0.9524 -0.9625 0.2027 -4.2 4.7 -1.1 -0.1075
C -0.0259 1.7933 -0.2456 -1.4 -1.5 -0.1 -0.2287
H 0.2795 -2.9806 0.1691 0.4 -2.5 0.2 0.0831
H 2.6530 0.3029 -1.2385 0.4 -0.2 -0.9 0.0828
H -3.5015 -0.7575 0.1035 1.1 1.2 -0.2 0.1137
H -2.8000 0.9187 0.7140 -0.7 -1.2 -1.0 0.1165
H -2.9227 0.6031 -1.0562 -0.3 -0.5 0.5 0.0990
H 2.4486 1.2686 0.1278 -0.2 1.0 0.9 0.0491
H 4.0178 0.2459 0.0745 -2.3 0.5 -0.7 0.1370
```
Forces are in eV/Å.

Energy relative to the best compared isomer or geometry (same formula, charge and spin)   4.195 eV
Maximum force   6.381 eV Å⁻¹
HOMO-LUMO gap   8.56 eV
LUMO   0.01074 hartree
Structure (SMILES)   COc1cnn(C)c1C#N

***

Entry 3:
Entry from the OMol25 dataset: a single C6H7N3O2 molecule in a non-equilibrium geometry (wB97M-V/def2-TZVPD).

The geometry in XYZ format:
```
18
Properties=species:S:1:pos:R:3:forces:R:3:lowdin_charge:R:1
O 0.8984 -1.7304 -2.3707 -2.6 0.2 0.6 0.0887
O -1.3306 -1.7858 -1.8648 -1.6 -1.7 -0.4 0.1549
N 2.1225 0.0424 0.3965 0.3 -0.6 0.7 0.0459
N 2.2831 0.2118 1.7031 -0.5 1.0 1.7 0.0368
N -1.4080 0.5049 -0.6202 0.9 -0.3 -0.2 -0.0218
C -0.1436 -1.2808 -1.8861 3.2 0.3 0.1 -0.5207
C -0.0772 0.0277 -1.1744 1.1 3.1 -0.4 -0.1410
C 1.0670 0.4667 2.1924 0.2 0.0 -0.1 -0.0900
C 0.1293 0.4274 1.1538 -0.8 -0.7 0.1 -0.1473
C 0.8573 0.1133 0.0386 -2.5 0.6 -1.0 -0.1647
C -1.3593 0.3897 0.8410 0.3 -1.0 1.0 -0.1412
H -1.9913 1.1353 1.3304 0.2 0.1 -0.2 0.1210
H -1.9595 -1.2297 -1.3377 0.7 0.1 -0.6 0.1252
H 0.2762 0.7881 -1.9683 -0.6 -1.1 1.0 0.1872
H 2.9632 0.2361 -0.0510 1.2 -0.4 -1.7 0.1441
H -1.8163 -0.5751 1.0855 0.3 0.0 0.4 0.1141
H 0.8883 0.7578 3.2158 0.3 -0.3 0.1 0.1041
H -1.3994 1.5007 -0.6838 -0.1 0.7 -1.1 0.1047
```
Forces are in eV/Å.

Energy relative to the best compared isomer or geometry (same formula, charge and spin)   0.994 eV
Maximum force   3.318 eV Å⁻¹
HOMO-LUMO gap   9.86 eV
LUMO   0.01866 hartree
Structure (SMILES)   O=C(O)[C@H]1NCc2cn[nH]c21

***

Entry 4:
Entry from the OMol25 dataset: a single C6H7N3S2 molecule (wB97M-V/def2-TZVPD).

The geometry in XYZ format:
```
18
Properties=species:S:1:pos:R:3:forces:R:3:lowdin_charge:R:1
S 1.4312 2.3427 -0.0051 -0.1 -0.2 0.0 0.6674
S -1.1241 0.9917 -0.3310 0.1 -0.2 0.1 0.9358
N 2.8128 -1.8028 0.3439 -0.1 0.2 -0.2 0.0932
N 0.7574 -1.4523 -0.5448 0.2 0.1 0.0 0.0923
N 1.2580 -0.2979 -0.0149 0.0 0.1 0.0 -0.1844
C -4.3093 -0.7577 -0.0803 0.9 -0.1 -0.3 0.0151
C -1.8399 -0.6045 0.2486 0.1 0.3 0.2 -0.4675
C 2.4990 -0.5465 0.4963 0.5 0.5 0.4 -0.1597
C -3.2668 -0.3135 0.6142 -0.1 -0.1 0.1 -0.2701
C 0.5966 0.9407 -0.0869 0.1 0.2 0.0 -1.1144
C 1.7241 -2.2996 -0.3212 0.0 -0.5 0.1 -0.1985
H -1.2433 -0.9560 1.0999 -0.3 0.2 -0.1 0.0846
H -5.3064 -0.5449 0.2323 -0.5 0.1 0.1 0.0493
H 1.6535 -3.3395 -0.6175 0.0 0.2 0.0 0.1117
H -3.4336 0.2870 1.5072 0.1 -0.1 -0.1 0.0992
H -1.7549 -1.3300 -0.5400 -0.1 -0.2 -0.3 0.0549
H 3.1151 0.2325 0.9742 -0.6 -0.6 -0.4 0.1217
H -4.1630 -1.3418 -0.9912 -0.1 0.1 0.3 0.0698
```
Forces are in eV/Å.

Energy relative to the best compared isomer or geometry (same formula, charge and spin)   0.524 eV
Maximum force   0.949 eV Å⁻¹
HOMO-LUMO gap   8.26 eV
LUMO   -0.02860 hartree
Structure (SMILES)   C=CCSC(=S)n1cncn1

***

Entry 5:
Entry from the OMol25 dataset: a molecular structure, C6H7N4 in a non-equilibrium geometry (wB97M-V/def2-TZVPD).

The geometry in XYZ format:
```
17
Properties=species:S:1:pos:R:3:forces:R:3:lowdin_charge:R:1
N -1.0776 0.6738 0.4354 0.8 -0.8 -2.4 0.0563
N 3.0181 -0.2296 -0.0904 1.0 -1.0 0.0 0.0280
N 1.1556 0.7275 0.0892 0.4 -3.6 -1.4 -0.0697
N 2.4753 0.9009 -0.0919 -0.9 2.2 0.2 0.0745
C 2.1199 -1.2349 0.0319 -0.6 -0.8 -0.3 -0.0305
C -0.5688 -0.7721 0.2658 0.0 -1.4 1.7 -0.1172
C -1.6907 -0.9857 -0.6667 0.8 -1.4 0.1 0.0730
C 0.8549 -0.6529 0.0696 1.4 1.0 0.5 -0.1590
C 0.0355 1.5581 -0.0893 -0.4 2.0 3.1 -0.0041
C -2.0645 0.2878 -0.5878 1.6 -2.7 0.6 0.0345
H -0.3092 1.8939 -1.0455 0.5 0.0 -0.9 0.1483
H -1.6058 0.7844 1.2541 0.0 1.0 2.2 0.1756
H -2.6778 0.9259 -1.0557 -2.3 2.2 -1.4 0.1048
H 0.2317 2.3864 0.6082 -0.7 0.3 -0.5 0.1655
H -1.9144 -1.9489 -1.1478 -0.3 1.0 -0.1 0.1472
H -0.5260 -2.0575 1.9685 -0.3 1.2 -1.4 0.2388
H 2.5441 -2.2572 0.0521 -1.0 0.7 0.0 0.1339
```
Forces are in eV/Å.

Energy relative to the best compared isomer or geometry (same formula, charge and spin)   7.166 eV
Maximum force   3.868 eV Å⁻¹
HOMO-LUMO gap (alpha / beta)   8.33 / 7.99 eV
Net charge   +1
LUMO (alpha / beta)   -0.18284 / -0.21749 hartree

***

Entry 6:
Entry from the OMol25 dataset: a single C6H7N5O molecule in a non-equilibrium geometry (wB97M-V/def2-TZVPD).

The geometry in XYZ format:
```
19
Properties=species:S:1:pos:R:3:forces:R:3:lowdin_charge:R:1
O -1.4140 -1.2203 1.0814 0.5 3.5 1.0 -0.0165
N -0.3587 -0.6960 -2.3016 -4.1 1.5 2.2 -0.0160
N 0.7389 -0.2518 1.4813 0.1 0.1 -0.4 0.1022
N 0.9111 0.2641 2.5947 2.3 -1.0 -0.1 0.0410
N 0.5389 -1.1176 -3.0740 4.2 -0.4 -2.0 0.0043
N -0.7336 0.6339 -0.2897 -1.4 0.7 -1.5 0.1083
C 1.4601 0.0363 -1.3389 2.6 0.0 0.3 -0.0304
C 0.0940 0.0513 -1.2373 0.5 -0.4 -0.5 -0.3199
C -0.1094 1.1050 2.9690 -2.3 1.9 2.0 -0.1245
C -1.0982 1.0413 2.0844 -2.8 1.0 -1.0 0.0129
C -0.5870 0.1673 1.0024 -2.8 -2.7 1.1 -0.4965
C 1.6887 -0.6689 -2.5353 -2.6 -0.5 0.5 -0.1408
H -1.3106 -0.8105 -2.6657 0.4 0.3 0.9 0.1729
H -0.0817 1.6497 3.9560 0.1 -0.8 -1.4 0.1273
H -2.1785 1.4940 1.9347 2.7 -0.8 0.9 0.1661
H 2.5525 -0.9191 -3.0124 2.3 -0.5 -0.9 0.0639
H -0.7460 -1.7098 0.6567 1.1 -1.8 -0.9 0.0240
H 2.3707 0.3048 -0.6651 -2.5 0.0 -1.1 0.1408
H -1.7373 0.6463 -0.6405 1.7 0.1 1.2 0.1809
```
Forces are in eV/Å.

Energy relative to the best compared isomer or geometry (same formula, charge and spin)   3.905 eV
Maximum force   4.826 eV Å⁻¹
HOMO-LUMO gap   7.97 eV
LUMO   -0.02685 hartree
Structure (SMILES)   O[C@@]1(Nc2ccn[nH]2)C=CN=N1

***

Entry 7:
Entry from the OMol25 dataset: a single C6H7N5O3 molecule in a non-equilibrium geometry (wB97M-V/def2-TZVPD).

The geometry in XYZ format:
```
21
Properties=species:S:1:pos:R:3:forces:R:3:lowdin_charge:R:1
O -0.1439 3.0745 -1.8421 0.2 -1.4 0.9 0.0084
O 1.2118 -1.2397 -1.8665 0.6 1.2 1.1 0.0176
O -0.4577 1.9649 -0.0409 0.3 -2.1 1.4 0.0451
N -0.5240 -2.5363 -0.8647 -5.1 -1.8 2.1 0.1668
N 1.2299 1.2318 1.6841 -4.9 1.4 3.0 0.1540
N 0.0854 2.0032 -1.2137 0.6 2.6 -2.4 -0.3417
N -1.0197 0.6095 1.7789 -0.9 0.6 0.1 0.1194
N -1.5452 -1.5519 0.9267 -1.6 -1.4 -0.8 0.1063
C -0.5192 -1.6486 0.1510 0.0 1.1 -0.4 -0.3456
C 0.5113 -0.5550 0.3048 2.6 -2.0 -0.6 -0.0830
C 0.8570 1.0661 -1.7799 -1.3 -1.2 3.2 0.0695
C -1.8078 -0.3948 1.5629 1.0 0.8 1.3 -0.1679
C 0.9117 -0.2986 -1.1187 1.8 0.7 -3.9 -0.3044
C 0.1158 0.7023 1.0119 0.3 -0.3 0.8 -0.4393
H 0.8018 2.0947 2.1625 1.4 -1.5 -0.6 0.1520
H -2.7805 -0.3092 2.0330 -0.1 -0.3 0.1 0.1186
H -1.5362 -3.0251 -0.8051 3.3 1.1 -0.3 0.1923
H 1.9590 1.4763 1.1310 2.7 0.9 -2.2 0.0511
H 1.3797 -1.1262 0.9941 -1.9 1.8 -2.1 0.2520
H 1.1101 1.4179 -2.7530 0.5 -0.8 -0.6 0.1280
H 0.1606 -2.9560 -1.4562 0.6 0.5 0.1 0.1006
```
Forces are in eV/Å.

Energy relative to the best compared isomer or geometry (same formula, charge and spin)   1.491 eV
Maximum force   5.884 eV Å⁻¹
HOMO-LUMO gap   8.56 eV
LUMO   -0.01985 hartree
Structure (SMILES)   NC1=NC=N[C@]2(N)O[N+]([O-])=CC(=O)[C@H]12

***

Entry 8:
Entry from the OMol25 dataset: a single C6H7NO molecule in a non-equilibrium geometry (wB97M-V/def2-TZVPD).

The geometry in XYZ format:
```
15
Properties=species:S:1:pos:R:3:forces:R:3:lowdin_charge:R:1
O 1.2740 -1.8591 0.8890 1.0 -1.2 0.8 0.0960
N -0.8949 -1.9610 0.3650 -2.1 0.0 -0.4 0.1317
C 0.0822 -2.5528 0.9177 0.5 -2.0 1.7 -0.1901
C -0.3677 -0.7758 -0.0709 2.3 0.4 0.3 -0.2052
C 0.9487 -0.7572 0.2436 -2.8 0.9 -0.6 -0.2761
C -1.0721 1.7511 -0.1264 -3.5 0.8 -0.7 -0.1009
C -0.3430 0.6052 -0.7498 0.8 -0.7 -1.0 -0.2485
C 1.2456 0.5939 -0.3292 2.2 -0.8 -1.3 -0.0310
H 2.0471 0.4288 -1.1519 -1.5 0.9 0.9 0.1315
H 1.6542 1.3108 0.4232 -0.7 -0.1 -0.8 0.1143
H -1.8313 1.3321 0.6487 1.4 1.2 -1.1 0.1134
H -0.6280 0.5263 -1.8545 1.1 0.2 1.3 0.1488
H -0.4573 2.5751 0.2201 0.2 -0.3 0.6 0.0589
H 0.0253 -3.5154 1.5369 0.4 1.7 -1.3 0.1590
H -1.6829 2.2980 -0.9616 0.7 -1.1 1.5 0.0982
```
Forces are in eV/Å.

Energy relative to the best compared isomer or geometry (same formula, charge and spin)   2.932 eV
Maximum force   3.625 eV Å⁻¹
HOMO-LUMO gap   9.65 eV
LUMO   0.03535 hartree
Structure (SMILES)   C[C@H]1Cc2ocnc21

***

Entry 9:
Entry from the OMol25 dataset: a molecular structure, C6H7NO in a non-equilibrium geometry (wB97M-V/def2-TZVPD).

The geometry in XYZ format:
```
15
Properties=species:S:1:pos:R:3:forces:R:3:lowdin_charge:R:1
O -2.3325 0.8386 -0.6759 -0.7 0.1 -0.4 0.1083
N -0.5300 -0.2306 1.1279 7.0 5.4 3.3 0.0506
C 0.1551 -1.7462 -0.2855 -4.6 -3.3 1.9 -0.0701
C 1.0095 1.6203 0.0309 1.3 0.2 1.7 -0.0538
C 0.9454 -0.8653 -0.6601 1.1 6.1 1.5 -0.0098
C 0.1817 0.3303 -0.0417 2.8 2.1 -1.9 -0.3969
C -1.4312 0.0949 -0.5522 1.8 0.3 -0.6 -0.1957
C -1.0460 -1.1673 0.4003 -2.0 -2.9 -4.2 -0.2539
H 0.5726 2.0926 1.1823 2.0 -0.5 -3.8 0.1473
H 2.3044 1.2581 0.0354 -4.1 1.4 0.5 0.1479
H -0.9884 0.5708 1.4801 -1.5 0.2 0.9 0.1313
H 0.9189 2.2753 -0.9508 -0.2 -1.0 2.5 0.0925
H -1.8283 -1.5431 0.9053 -2.7 -3.0 0.9 0.1195
H 0.1886 -2.5431 -0.8471 -0.3 -5.5 -1.7 0.0664
H 1.8801 -0.9851 -1.1490 0.3 0.5 -0.7 0.1164
```
Forces are in eV/Å.

Energy relative to the best compared isomer or geometry (same formula, charge and spin)   6.609 eV
Maximum force   9.419 eV Å⁻¹
HOMO-LUMO gap   10.00 eV
LUMO   0.03304 hartree

***

Entry 10:
Entry from the OMol25 dataset: a single C6H7NO molecule in a non-equilibrium geometry (wB97M-V/def2-TZVPD).

The geometry in XYZ format:
```
15
Properties=species:S:1:pos:R:3:forces:R:3:lowdin_charge:R:1
O 2.6050 -1.0530 -0.1977 2.2 -1.4 1.3 -0.0338
N -0.5753 0.5618 -0.2869 2.2 -2.9 0.3 -0.1127
C 1.4159 -0.3902 -0.0634 1.0 1.2 1.1 -0.3109
C -1.3379 -1.3136 0.0618 1.8 -2.0 1.5 -0.0833
C -1.8481 0.0909 -0.0481 -3.9 -0.4 -1.2 -0.1516
C 0.2142 1.5348 -0.0957 5.6 -0.9 2.1 -0.0852
C 0.0423 -0.7283 -0.2602 1.9 2.6 0.7 -0.0552
C 1.5915 1.0061 0.2250 -3.4 2.8 -3.5 0.0008
H -0.1392 2.4662 -0.0930 -1.0 3.8 0.2 0.0707
H -2.4064 0.1783 0.8598 0.1 1.6 0.9 0.1173
H 3.4180 -0.6932 0.3666 -3.3 -0.7 -1.7 0.1719
H -1.4704 -1.7868 1.0918 0.3 0.9 -1.1 0.1345
H -2.4676 0.4624 -0.8765 -0.5 -0.9 0.1 0.1363
H 2.4669 1.7494 -0.0827 -1.6 -2.2 1.0 0.1319
H -1.5088 -2.0847 -0.6009 -1.4 -1.4 -1.7 0.0694
```
Forces are in eV/Å.

Energy relative to the best compared isomer or geometry (same formula, charge and spin)   4.262 eV
Maximum force   6.042 eV Å⁻¹
HOMO-LUMO gap   8.68 eV
LUMO   0.03532 hartree
Structure (SMILES)   Oc1ccn2c1CC2

***

Entry 11:
Entry from the OMol25 dataset: a single C6H7NO molecule in a non-equilibrium geometry (wB97M-V/def2-TZVPD).

The geometry in XYZ format:
```
15
Properties=species:S:1:pos:R:3:forces:R:3:lowdin_charge:R:1
O 2.2279 -0.0516 -0.2379 -2.2 0.2 2.8 -0.1689
N -1.3430 -1.0752 0.1543 -4.2 -1.3 -1.7 0.0459
C -0.0658 -0.7509 0.0511 1.0 1.4 0.9 -0.3474
C -2.2119 0.1356 -0.0659 5.8 -1.3 1.0 -0.0339
C 1.4453 1.1236 0.2259 0.2 1.2 -2.3 -0.1382
C 0.0798 0.5621 0.0853 -2.6 4.3 -0.8 -0.2339
C -1.2468 1.1626 -0.0843 -2.1 0.6 -1.0 -0.0219
C 1.2707 -1.2542 0.0533 4.4 -2.6 -4.4 -0.0719
H 1.6145 2.0699 -0.5200 -0.1 -2.4 1.7 0.1639
H 1.5627 -1.6588 -1.1314 -1.1 -0.3 3.7 0.1923
H -3.2059 -0.1397 0.1233 -1.4 0.7 -0.3 0.0747
H 1.5955 1.5068 1.2629 0.5 -0.6 -0.6 0.1172
H 1.5722 -1.9385 0.9241 0.0 1.1 -1.4 0.1372
H -1.5534 2.2057 -0.4834 0.9 -1.7 1.4 0.1238
H -1.7418 -1.8974 -0.3573 0.8 0.7 1.1 0.1611
```
Forces are in eV/Å.

Energy relative to the best compared isomer or geometry (same formula, charge and spin)   3.553 eV
Maximum force   6.772 eV Å⁻¹
HOMO-LUMO gap   9.17 eV
LUMO   0.03316 hartree
Structure (SMILES)   c1cc2c([nH]1)COC2

***

Entry 12:
Entry from the OMol25 dataset: a molecular structure, C6H7NO in a non-equilibrium geometry (wB97M-V/def2-TZVPD).

The geometry in XYZ format:
```
15
Properties=species:S:1:pos:R:3:forces:R:3:lowdin_charge:R:1
O 2.5943 0.3331 -0.3504 -1.5 -2.5 1.8 0.0228
N 0.6011 -0.7314 -0.2214 -0.7 -3.5 1.3 -0.1152
C 1.8244 -0.5054 0.1865 4.9 1.6 -1.9 -0.3235
C -0.1955 1.3914 -0.3283 -0.7 -2.0 -1.9 -0.0178
C -1.4819 -0.6176 -0.3868 3.4 -4.5 -0.1 0.0146
C -0.3431 -0.5252 0.8788 -2.1 1.3 -0.8 -0.1325
C -0.2904 1.0284 0.9052 -0.2 -1.0 0.9 -0.0641
C -0.2310 -0.0085 -1.0724 -0.6 3.5 -0.9 -0.2594
H -1.3600 -1.7944 -0.7356 -1.4 2.8 0.9 0.1562
H 0.0334 0.0835 -2.1490 -0.5 -0.6 0.7 0.1599
H -0.3255 2.1804 -0.9677 0.2 2.5 -0.6 0.0826
H -0.2716 1.5574 1.7853 -0.2 1.3 1.8 0.0798
H 2.0748 -1.2927 0.9706 0.3 1.3 -0.3 0.1589
H -2.4162 -0.1018 -0.4007 -0.5 0.0 0.2 0.0872
H -0.2127 -0.9973 1.8858 -0.4 -0.2 -1.3 0.1507
```
Forces are in eV/Å.

Energy relative to the best compared isomer or geometry (same formula, charge and spin)   4.053 eV
Maximum force   5.631 eV Å⁻¹
HOMO-LUMO gap   10.30 eV
LUMO   0.03498 hartree